(1)
23
Properties=species:S:1:pos:R:3:mulliken_charge:R:1 method="wB97M-V/def2-TZVPD" orbital_gap_ev="9.588 / 5.814" spin_multiplicity=2 total_charge=+1 e_above_lowest_kj_mol=12.15 molar_mass_g_mol=122.21 lumo_energy_ev="-4.50 / -8.27"
C 1.0702 0.2356 -1.9489 -1.354
C 1.4586 -2.6745 0.3988 -0.475
C 1.2980 -1.9712 -0.7548 -0.218
C 1.3219 -2.0167 1.6415 -0.216
C 1.0086 -0.5617 -0.7095 0.969
C 1.0761 -0.6177 1.7086 -0.594
C 0.9027 0.0829 0.5528 -0.276
H 1.6437 -3.7393 0.3660 0.410
H 1.3579 -2.4753 -1.7108 0.423
H 1.3779 -2.6063 2.5478 0.415
H 1.0782 -0.1379 2.6775 0.415
H 2.0756 0.1714 -2.3842 0.393
H 0.8792 1.2862 -1.7405 0.370
H 0.6315 1.1311 0.5695 0.342
H 0.3971 -0.1324 -2.7284 0.388
C -2.7247 2.7715 -0.7142 -0.645
C -3.7814 2.9987 0.3451 -0.891
H -2.0600 1.9383 -0.4746 0.082
H -3.1791 2.5680 -1.6885 0.310
H -2.1058 3.6420 -0.9549 0.307
H -4.3311 3.9295 0.1926 0.284
H -3.4302 3.0132 1.3752 0.296
H -4.5427 2.2196 0.2541 0.264

---

(2)
31
Properties=species:S:1:pos:R:3:mulliken_charge:R:1 method="wB97M-V/def2-TZVPD" orbital_gap_ev=7.267 total_charge=+1 molar_mass_g_mol=495.88 lumo_energy_ev=-4.92
C 3.2469 1.5730 -0.6917 -1.272
C 2.9390 0.0721 -0.5696 -0.038
I 4.7339 -1.0697 -0.6811 0.209
C 2.0444 -0.1790 0.6865 -1.360
I 2.7872 -1.5198 2.1676 0.363
N 0.7093 -0.6387 0.2403 0.251
C 0.6508 -1.8754 -0.3000 -0.330
C -0.5184 -2.4076 -0.7527 -0.790
C -1.6773 -1.6434 -0.6420 0.252
P -3.2785 -2.3449 -1.1936 0.225
S -3.3594 -4.2620 -1.1043 -0.323
C -1.5945 -0.3675 -0.1022 -0.514
C -0.3970 0.1501 0.3559 1.117
C -0.2761 1.5236 0.9343 -1.061
B -1.6604 2.2996 1.1548 0.429
O -2.0844 3.0999 0.1428 -0.521
O -2.3512 2.2055 2.3406 -0.513
H 4.1644 1.7556 -1.2418 0.435
H 3.3526 2.0382 0.2893 0.337
H 2.4124 2.0655 -1.1959 0.316
H 2.3776 -0.2212 -1.4540 0.386
H 1.9753 0.7559 1.2175 0.538
H 1.5808 -2.4245 -0.3730 0.471
H -0.5408 -3.4025 -1.1800 0.417
H -4.1680 -1.6758 -0.3409 0.080
H -3.4558 -1.7508 -2.4529 0.150
H -2.4944 0.2314 -0.0417 0.364
H 0.2152 1.4435 1.9094 0.377
H 0.3886 2.1192 0.3018 0.361
H -3.0414 3.1256 0.0306 0.316
H -2.6808 1.3244 2.5459 0.327

---

(3)
34
Properties=species:S:1:pos:R:3:mulliken_charge:R:1 method="wB97M-V/def2-TZVPD" orbital_gap_ev=7.995 total_charge=0 molar_mass_g_mol=446.85 lumo_energy_ev=-0.90
C 1.4385 4.1196 0.8140 -0.504
C 0.3724 3.2328 1.1510 0.034
C -0.9351 2.2678 1.5453 -0.489
P -0.7807 0.7397 0.3461 0.136
I -1.0893 2.3274 -1.5565 -0.170
C -2.3838 -0.2080 -0.0757 -0.491
B -2.7237 -0.3092 -1.6814 0.603
O -1.9237 -1.0386 -2.6940 -0.560
O -3.9705 0.3666 -2.1797 -0.543
P -0.6294 -0.5587 2.1454 -0.437
P -0.1418 -2.6259 1.5024 0.929
O 1.3423 -3.0282 1.9364 -0.640
O -1.3434 -3.7346 2.1837 -0.527
O -0.3733 -2.7295 -0.2487 -0.497
C 0.9912 0.2982 -0.2083 0.673
C 1.4505 -0.0954 -1.7551 -0.188
C 2.9612 -0.4293 -2.2561 -0.238
N 4.0957 -0.3847 -1.2905 -0.444
C 3.7392 -0.0649 0.1206 -0.271
C 2.3132 0.2971 0.8184 -0.242
H 2.3208 4.8782 0.5581 0.335
H -1.9208 2.8396 1.2754 0.356
H -0.8428 1.9605 2.6759 0.416
H -2.4555 -1.2921 0.3918 0.407
H -3.2756 0.4042 0.4296 0.205
H -1.8478 -0.3878 -3.4641 0.322
H -4.4171 -0.3081 -2.7720 0.307
H 0.4250 -0.0725 3.0270 0.089
H -1.6097 -3.3065 3.0515 0.361
H 0.5312 -2.8424 -0.6669 0.334
H 0.5923 -0.1324 -2.5769 0.033
H 3.2064 -0.6716 -3.3930 0.293
H 4.6628 -0.0730 0.8805 0.262
H 2.2211 0.5616 1.9657 0.144

---

(4)
39
Properties=species:S:1:pos:R:3:mulliken_charge:R:1 method="wB97M-V/def2-TZVPD" orbital_gap_ev=9.810 total_charge=0 e_above_lowest_kj_mol=341.80 molar_mass_g_mol=607.66 lumo_energy_ev=0.17
H -2.3379 0.7883 -0.1334 0.157
N -1.2955 0.7366 -0.1772 -0.338
C -0.8372 0.9043 -1.4782 0.263
C -2.0403 1.1816 -2.6066 -0.966
C 0.7354 0.8973 -1.9399 -0.615
C 1.4413 -0.5825 -1.9880 0.172
N 0.5914 -1.6749 -2.6086 -0.508
O 2.0160 -0.9746 -0.6588 -0.179
C 1.0136 -1.7048 0.1321 0.597
O 0.5891 -1.1841 1.2988 -0.447
H -1.7998 0.6969 -3.6492 0.264
H -2.1371 2.3696 -2.6720 0.265
H -3.1000 0.7960 -2.2171 0.329
H 1.3374 1.5299 -1.1260 0.267
H 0.8298 1.4017 -2.9941 0.341
H 2.3944 -0.4711 -2.6981 0.174
H 1.2825 -2.2909 -3.1326 0.293
H -0.0205 -1.2559 -3.3439 0.198
H 0.6021 -2.7560 -0.1763 -0.163
Cl 0.3419 -6.8970 0.1811 -0.119
C -0.8380 -5.6739 -0.3203 0.074
Cl -0.1464 -4.6139 -1.5604 -0.146
Cl -2.3181 -6.4447 -0.9158 -0.130
H -1.0933 -5.0644 0.5503 0.276
Cl -2.0286 0.2852 2.8379 -0.056
C -3.3012 1.3778 3.4087 0.570
Cl -4.4736 1.6952 2.1186 -0.147
Cl -4.1106 0.7002 4.8319 -0.151
H -2.8385 2.3259 3.6945 -0.208
Cl -2.0362 5.6342 5.9044 -0.113
C -1.4816 5.5024 4.2267 0.029
Cl -2.5849 4.4849 3.2849 -0.120
Cl -1.3359 7.1080 3.4918 -0.124
H -0.4947 5.0325 4.2262 0.298
Cl 7.5534 -0.9156 -0.2559 -0.133
C 5.8351 -0.8353 -0.6810 0.092
Cl 5.2526 0.8363 -0.6040 -0.126
Cl 5.5609 -1.5159 -2.2939 -0.136
H 5.2729 -1.4297 0.0437 0.263